Record 1
24
Properties=species:S:1:pos:R:3:forces:R:3:nbo_charge:R:1 method="wB97M-V/def2-TZVPD" lumo_energy_ev=0.96 homo_lumo_gap_ev=8.590 relative_energy_kcal_mol=62.4 spin_multiplicity=1
C 1.170203 0.524753 -0.554268 -1.29 -0.81 0.80 0.5069
C 0.133815 -0.353800 1.117304 1.84 0.04 0.12 -0.6929
C 0.957230 -0.464606 -1.673823 0.00 0.09 0.19 -0.6706
C 0.530458 -1.824124 1.212578 0.02 0.10 -0.01 -0.6262
N 2.486462 0.596928 -0.135123 0.17 -0.02 0.22 -0.8202
N 0.561372 1.740946 -0.764698 -0.45 0.60 -0.41 -0.8470
H 2.918320 -0.296568 0.047237 -0.04 0.04 0.02 0.3826
H 2.675704 1.266732 0.597640 -0.04 -0.09 -0.01 0.3745
H -0.442682 1.612463 -0.968824 0.65 0.18 0.24 0.4250
H 0.709534 2.423501 -0.032733 -0.02 -0.10 -0.03 0.3625
H -0.823752 -0.204982 1.631027 -0.56 0.01 -0.60 0.2022
H 0.755187 0.232291 1.808515 0.25 -0.02 -0.22 0.1849
H 1.533923 -0.129413 -2.538795 0.00 -0.01 0.02 0.2267
H -0.094090 -0.506980 -1.941942 -0.02 -0.04 -0.02 0.2422
H 1.298026 -1.454031 -1.380154 0.00 -0.08 -0.01 0.2149
H 0.470903 -2.219120 2.232638 -0.08 -0.05 -0.08 0.2011
H -0.096249 -2.440500 0.562760 -0.02 -0.08 0.09 0.1973
H 1.564114 -1.988193 0.888488 -0.01 0.05 0.00 0.1798
C -3.058381 0.724829 0.016894 -0.21 -0.10 0.27 -0.2444
O -1.871467 0.453955 -0.686695 1.32 -1.63 1.18 -0.8143
H -1.198481 -0.103730 -0.047278 -1.63 1.89 -1.66 0.5156
H -2.881703 1.329206 0.918135 0.01 -0.02 -0.08 0.1552
H -3.562760 -0.199490 0.329261 -0.01 0.11 -0.06 0.1617
H -3.735685 1.279932 -0.638146 0.12 -0.07 0.04 0.1824


Record 2
96
Properties=species:S:1:pos:R:3:forces:R:3:nbo_charge:R:1 method="wB97M-V/def2-TZVPD" lumo_energy_ev="-0.22 / -1.17" homo_lumo_gap_ev="4.463 / 6.831" relative_energy_kcal_mol=6.0 spin_multiplicity=4
Co 0.334532 0.144861 0.731408 -0.26 -0.05 0.38 0.9701
C -1.397928 3.662480 2.837832 0.05 -0.06 0.04 -0.3266
C -1.066175 2.765977 1.832481 0.00 0.04 -0.05 0.0614
N -0.313756 1.687473 2.016304 0.08 -0.06 -0.06 -0.5844
C 0.194776 1.474857 3.273884 0.00 0.02 0.03 0.1722
C -0.088952 2.344055 4.359655 0.02 0.01 0.02 -0.1160
C -0.900864 3.438812 4.123064 0.00 0.00 0.00 -0.1400
C 0.487614 2.024839 5.639150 -0.01 0.00 -0.01 -0.2030
C 1.272367 0.940334 5.802000 0.00 0.00 -0.01 -0.1306
C 1.577518 0.047620 4.707061 -0.08 0.13 -0.01 -0.0905
C 2.377197 -1.073282 4.825674 0.02 -0.06 -0.04 -0.2299
C 2.577385 -1.886540 3.689518 0.00 0.04 0.01 -0.2824
C 2.001558 -1.529205 2.498649 0.03 -0.09 -0.01 0.0297
N 1.264396 -0.413662 2.331531 -0.08 0.00 -0.22 -0.5927
C 1.015810 0.355093 3.443427 0.03 0.02 0.10 0.1782
H -2.031733 4.507612 2.613452 -0.01 0.02 0.00 0.2207
H -1.438040 2.924444 0.826611 0.04 0.00 0.02 0.1949
H -1.141367 4.113729 4.935747 0.00 0.01 0.01 0.2103
H 0.271669 2.677779 6.476301 0.00 0.01 0.01 0.2101
H 1.694487 0.710858 6.772951 0.00 0.00 0.02 0.2013
H 2.817378 -1.329015 5.780451 0.01 0.00 0.01 0.2085
H 3.171844 -2.787516 3.745149 0.00 -0.01 0.00 0.2137
H 2.111391 -2.154505 1.618751 0.01 -0.02 0.00 0.1937
F -0.185111 -2.461769 -0.130712 -0.03 0.00 0.10 -0.4200
C -0.761322 -1.461467 0.691706 0.02 0.09 0.04 0.6853
F -2.014755 -1.316585 0.147225 0.07 -0.06 0.01 -0.3854
F -0.973380 -2.113114 1.865389 -0.04 0.06 -0.15 -0.3622
C 2.439181 -3.166732 -2.035947 0.01 0.01 0.01 -0.6262
C 1.102146 -3.144124 -2.762439 -0.01 -0.12 -0.04 -0.5776
C 1.180711 -3.832766 -4.119505 0.01 -0.01 -0.04 -0.6270
Sb 0.281279 -1.133875 -2.813002 -0.01 0.06 0.22 1.6757
C -1.756380 -1.481817 -3.417485 -0.03 0.05 -0.08 -0.5790
C -2.271954 -2.808107 -2.876263 0.00 -0.06 -0.02 -0.6377
C -1.951434 -1.361289 -4.923431 0.01 0.02 -0.06 -0.6253
C 1.254711 0.001535 -4.371395 0.03 0.08 -0.02 -0.5875
C 1.619930 -0.771001 -5.632334 0.02 -0.04 -0.02 -0.6235
C 2.470231 0.711950 -3.781012 -0.01 0.03 0.02 -0.6229
H 2.802706 -4.194864 -1.952721 0.00 -0.01 0.01 0.2131
H 2.350010 -2.759120 -1.028110 -0.03 -0.01 -0.03 0.2218
H 3.199141 -2.597687 -2.578729 0.01 0.03 0.01 0.1959
H 0.355622 -3.643527 -2.142886 0.02 -0.01 -0.01 0.2362
H 1.980002 -3.419476 -4.735278 -0.03 -0.01 0.01 0.2054
H 0.250424 -3.769874 -4.687223 0.00 0.01 0.02 0.2079
H 1.401463 -4.894522 -3.971519 0.00 -0.01 -0.01 0.2160
H -2.290297 -0.658897 -2.943645 0.00 -0.01 0.11 0.2384
H -1.791574 -3.655225 -3.373163 0.01 0.00 0.01 0.1951
H -3.344821 -2.883627 -3.075437 0.00 0.02 0.01 0.2195
H -2.124288 -2.905489 -1.801649 -0.01 0.01 0.01 0.2414
H -1.426086 -2.146705 -5.472534 0.01 0.00 0.02 0.1956
H -1.625187 -0.392601 -5.304439 0.02 0.01 0.00 0.2197
H -3.015723 -1.465109 -5.156134 -0.01 0.00 0.00 0.2148
H 0.488473 0.744305 -4.591483 -0.04 0.01 -0.03 0.2471
H 2.490670 -1.408756 -5.467784 -0.02 0.00 0.01 0.2004
H 1.886314 -0.062517 -6.421953 0.02 0.00 -0.01 0.2173
H 0.809841 -1.394577 -6.010119 -0.02 0.02 0.00 0.2114
H 3.260528 0.000542 -3.527277 0.00 -0.01 0.03 0.1972
H 2.221083 1.269932 -2.877100 0.00 0.00 0.00 0.2265
H 2.884829 1.413611 -4.509928 0.00 -0.01 -0.02 0.2129
Br -5.847371 -1.574626 1.325273 0.00 -0.01 0.01 0.0891
C -5.590623 -0.989860 -0.449905 0.00 -0.05 0.01 -0.1270
C -6.098666 -1.782766 -1.472684 0.01 0.01 0.03 -0.2238
C -5.933426 -1.405467 -2.793425 0.01 0.02 -0.02 -0.2126
C -5.257618 -0.232149 -3.098106 -0.01 -0.02 -0.01 -0.2244
C -4.751936 0.556524 -2.079324 -0.02 0.04 0.05 -0.1792
C -4.916730 0.187863 -0.745463 0.08 -0.01 -0.16 -0.2093
I -4.088331 1.421466 0.703571 -0.09 0.01 0.12 0.2060
H -6.621973 -2.694624 -1.221715 0.00 -0.01 0.01 0.2309
H -6.334335 -2.028671 -3.581616 -0.01 -0.01 -0.01 0.2196
H -5.124943 0.074404 -4.127292 0.01 0.01 -0.01 0.2196
H -4.227754 1.473841 -2.314118 0.01 -0.01 -0.02 0.2208
O -1.170586 1.724175 -3.140576 -0.08 -0.04 -0.06 -0.9542
S -1.089756 1.828104 -1.677662 0.08 0.04 0.10 1.4205
N -0.357627 0.755231 -0.970779 0.05 -0.09 -0.26 -1.0634
C 7.385084 1.879257 3.712801 0.02 0.01 0.02 -0.6332
C 6.364980 1.336431 2.754497 0.00 0.00 0.01 0.0474
C 5.266946 2.092213 2.375488 -0.04 0.00 -0.01 -0.2346
C 4.296051 1.606161 1.506396 0.10 0.01 0.07 0.0808
C 3.138157 2.500099 1.170016 0.00 0.00 -0.02 -0.6245
C 4.454538 0.303860 0.996925 -0.05 -0.06 -0.06 -0.1615
C 3.471069 -0.293654 0.096013 0.05 0.10 0.16 0.4288
O 2.409356 0.208395 -0.241143 0.06 -0.05 -0.27 -0.6253
C 5.567041 -0.480703 1.370147 0.01 0.04 0.04 0.0589
C 5.763140 -1.894283 0.882887 0.01 -0.04 -0.02 -0.6457
C 6.500644 0.049637 2.240743 -0.05 0.00 -0.01 -0.2400
H 7.197382 2.926918 3.941735 0.00 0.00 0.00 0.2182
H 8.391799 1.791580 3.301734 0.00 0.00 0.00 0.2226
H 7.367012 1.320425 4.650359 -0.01 -0.01 0.00 0.2268
H 5.151009 3.093610 2.773524 0.01 0.01 0.01 0.2083
H 3.277164 3.472015 1.641789 -0.01 0.01 -0.01 0.2092
H 2.200125 2.075697 1.526345 -0.01 0.01 0.01 0.2314
H 3.031184 2.639330 0.094157 -0.01 -0.02 -0.01 0.2289
H 3.721080 -1.292641 -0.287358 0.05 0.02 -0.03 0.1309
H 4.917469 -2.532646 1.143883 -0.01 0.00 0.02 0.2237
H 6.652226 -2.321669 1.343057 0.01 0.00 -0.01 0.2216
H 5.895726 -1.944547 -0.199250 -0.01 0.01 -0.01 0.2199
H 7.350229 -0.554988 2.537258 0.02 0.00 0.01 0.2059


Record 3
12
Properties=species:S:1:pos:R:3:forces:R:3:lowdin_spin:R:1 method="wB97M-V/def2-TZVPD" lumo_energy_ev="-13.19 / -14.43" homo_lumo_gap_ev="7.144 / 5.855" relative_energy_kcal_mol=77.1 total_charge=+2 spin_multiplicity=2
O -1.863054 0.720097 -0.421798 -0.51 0.33 1.40 0.0365
C -1.631621 -0.133654 -1.414067 1.47 3.97 -3.20 0.0102
C -0.924027 0.572453 0.646583 -0.24 0.02 -1.13 0.0369
O -1.627942 0.170921 -2.572037 -1.13 -1.68 1.61 0.0326
O -0.783311 -1.107118 -0.949570 3.41 -0.79 4.17 0.2289
C -0.085307 -0.583817 0.189735 -4.38 -2.11 -2.98 0.0686
H -1.470947 0.319248 1.567853 0.23 -0.13 0.21 0.0153
H -0.380539 1.517660 0.776098 -0.21 0.00 0.27 0.0094
H 0.378305 -1.376875 0.786450 0.33 0.20 -0.16 0.0154
O 3.016035 0.245174 0.776283 2.49 0.97 3.90 0.2239
H 3.292701 -0.476279 1.342722 0.47 -0.54 0.36 0.0034
In 2.079712 0.132188 -0.728252 -1.93 -0.25 -4.45 0.3190